[1]
{
  "formula": "C19H19N3O3",
  "method": "ωB97M-V with the def2-TZVPD basis set",
  "total_energy_ha": -1125.40202,
  "e_lumo_ev": 0.682,
  "smiles": "COc1ccc(OC)c(NC(=O)c2cnn(-c3ccccc3)c2C)c1",
  "relative_energy_ev": 2.599,
  "elements": ["C", "H", "O", "C", "C", "C", "C", "C", "C", "H", "H", "O", "C", "H", "H", "H", "N", "C", "O", "C", "C", "N", "N", "C", "H", "C", "C", "C", "C", "C", "C", "H", "H", "H", "H", "H", "C", "H", "H", "H", "H", "H", "H", "H"],
  "positions_angstrom": [[0.38514, 3.03338, 1.12409], [-0.22725, 2.48225, 0.40266], [1.71409, 3.16108, 0.67987], [2.40341, 2.02624, 0.37313], [1.93185, 0.73823, 0.59534], [2.68223, -0.36403, 0.20829], [3.96292, -0.18269, -0.34068], [4.44030, 1.10552, -0.52663], [3.66417, 2.19907, -0.18933], [4.02765, 3.20052, -0.35036], [5.41716, 1.27362, -0.95018], [4.64453, -1.33446, -0.64639], [5.94547, -1.21702, -1.16590], [5.94911, -0.69001, -2.12523], [6.29470, -2.23758, -1.31555], [6.61306, -0.70427, -0.46588], [2.23966, -1.67197, 0.40133], [0.98037, -2.19751, 0.42679], [0.80800, -3.34414, 0.80382], [-0.12009, -1.35555, -0.06590], [-1.42964, -1.36114, 0.39572], [-2.11651, -0.50150, -0.39968], [-1.33422, 0.01361, -1.36243], [-0.13503, -0.47773, -1.17246], [0.67228, -0.21191, -1.82488], [-3.47382, -0.14683, -0.36980], [-4.16013, 0.01962, 0.82744], [-5.49868, 0.36998, 0.80499], [-6.15201, 0.56970, -0.39886], [-5.45818, 0.43098, -1.59032], [-4.12393, 0.07378, -1.58041], [-3.56447, -0.03416, -2.49595], [-5.96017, 0.59762, -2.53139], [-7.19658, 0.84167, -0.40813], [-6.03034, 0.49491, 1.73651], [-3.65259, -0.10039, 1.77059], [-2.00957, -2.16848, 1.49568], [-1.99785, -1.62298, 2.44026], [-1.40017, -3.06185, 1.61522], [-3.03490, -2.45419, 1.26877], [2.98066, -2.35374, 0.51788], [0.98101, 0.57100, 1.07104], [0.00664, 4.05021, 1.21591], [0.33174, 2.54110, 2.10104]]
}


[2]
{
  "formula": "C19H19N3O4S",
  "method": "ωB97M-V with the def2-TZVPD basis set",
  "total_energy_ha": -1598.17500,
  "e_lumo_ev": -0.092,
  "relative_energy_ev": 19.850,
  "elements": ["C", "H", "C", "C", "H", "H", "O", "C", "O", "C", "H", "H", "S", "C", "C", "C", "N", "C", "C", "C", "C", "C", "C", "C", "O", "C", "H", "H", "H", "H", "H", "H", "H", "H", "C", "C", "N", "C", "O", "N", "H", "H", "H", "H", "H", "H"],
  "positions_angstrom": [[-2.38047, 0.52424, -6.24998], [-3.13890, 0.75893, -5.66946], [-1.28640, -0.47789, -5.77915], [-0.64767, 0.21261, -4.39665], [0.27509, -0.27282, -4.00354], [-0.28144, 1.24615, -4.42991], [-1.80146, 0.33885, -3.17535], [-1.29591, 0.99543, -2.31211], [-0.33235, 1.66323, -2.11694], [-2.57541, 0.95008, -1.32606], [-2.79166, -0.35402, -1.07987], [-3.31051, 1.29924, -1.65787], [-2.12773, 1.96904, 0.22114], [-0.61612, 1.23001, 0.71181], [0.23229, 0.23029, 0.38772], [-0.46564, -0.83127, -0.26700], [-0.77385, -1.57394, -1.01164], [1.44102, -0.00948, 1.02961], [1.50133, -1.24421, 1.84562], [1.98947, -2.43573, 1.76423], [2.16964, -3.40171, 2.63243], [1.32982, -3.36523, 3.97718], [0.75997, -2.15788, 4.13368], [0.67777, -1.07317, 3.31962], [0.44735, 0.07039, 3.30503], [-0.33788, 0.49392, 4.60218], [-0.61520, 1.73749, 4.67168], [0.45468, 0.21362, 5.39942], [-1.27906, -0.09557, 5.01861], [0.21981, -1.89101, 5.07512], [1.45452, -4.13970, 4.50829], [2.68083, -4.30980, 2.37515], [2.55728, -2.53950, 0.72727], [2.15074, -0.26771, 0.15737], [2.14573, 1.30510, 1.55137], [2.69703, 1.79220, 0.35867], [3.35496, 2.57373, -0.53942], [0.92126, 2.15285, 2.27748], [1.46858, 2.88329, 3.11325], [-0.09985, 2.10883, 1.71020], [-0.87110, 3.05568, 1.90944], [2.76689, 0.88240, 2.41991], [-0.44770, -0.58535, -6.20493], [-1.75153, -1.23381, -5.27664], [-1.70940, 1.40437, -6.44338], [-2.75882, 0.16784, -7.26357]]
}


[3]
{
  "formula": "C19H19N5O4S",
  "method": "ωB97M-V with the def2-TZVPD basis set",
  "total_energy_ha": -1708.35662,
  "e_lumo_ev": -0.305,
  "smiles": "CCOc1ccccc1NC(=O)CSc1nnnn1-c1ccc(C(=O)OC)cc1",
  "relative_energy_ev": 0.235,
  "elements": ["C", "C", "O", "C", "C", "C", "C", "C", "C", "N", "C", "O", "C", "H", "H", "S", "C", "N", "N", "N", "N", "C", "C", "C", "C", "C", "C", "H", "H", "C", "O", "O", "C", "H", "H", "H", "H", "H", "H", "H", "H", "H", "H", "H", "H", "H", "H", "H"],
  "positions_angstrom": [[3.29629, -3.49556, 1.43260], [3.40381, -3.58387, -0.08121], [2.10375, -3.40220, -0.60754], [1.91641, -3.43815, -1.95643], [2.89615, -3.71486, -2.89629], [2.57845, -3.74580, -4.24667], [1.28665, -3.50079, -4.66703], [0.29697, -3.21177, -3.74072], [0.60023, -3.17337, -2.38998], [-0.32952, -2.86949, -1.38723], [-1.65779, -2.68289, -1.51302], [-2.30401, -2.75542, -2.53594], [-2.33672, -2.34491, -0.18256], [-3.39731, -2.58385, -0.25588], [-1.87834, -2.84396, 0.66849], [-2.29191, -0.54834, 0.13237], [-0.74620, -0.41010, 0.87891], [0.10805, -1.40292, 1.04970], [1.14381, -0.89902, 1.70158], [0.99000, 0.32491, 1.94987], [-0.20114, 0.70922, 1.44998], [-0.65775, 2.02282, 1.59262], [-0.02552, 2.82882, 2.53826], [-0.44563, 4.12967, 2.71054], [-1.49438, 4.63838, 1.94612], [-2.11242, 3.82919, 0.99744], [-1.69652, 2.52455, 0.81610], [-2.17169, 1.90919, 0.06948], [-2.91732, 4.22593, 0.40029], [-1.91336, 6.04499, 2.17544], [-1.40482, 6.77804, 2.98677], [-2.92483, 6.41583, 1.37938], [-3.38132, 7.75078, 1.54143], [-4.18927, 7.88453, 0.82698], [-3.73920, 7.90776, 2.56100], [-2.57112, 8.45527, 1.34271], [0.02519, 4.77293, 3.43775], [0.78585, 2.41930, 3.11862], [0.09445, -2.75214, -0.46655], [-0.71330, -3.01669, -4.05872], [1.04088, -3.52945, -5.71713], [3.35343, -3.96626, -4.96517], [3.91048, -3.91175, -2.58719], [3.79860, -4.56409, -0.38305], [4.07324, -2.80116, -0.46373], [2.83005, -2.55410, 1.71184], [2.68339, -4.31004, 1.80895], [4.28525, -3.55916, 1.87682]]
}


[4]
{
  "formula": "C19H19N5O4Ti",
  "method": "ωB97M-V with the def2-TZVPD basis set",
  "spin_multiplicity": 3,
  "total_energy_ha": -2159.65140,
  "e_lumo_ev": [0.061, -0.122],
  "relative_energy_ev": 0.156,
  "elements": ["Ti", "C", "C", "N", "O", "C", "C", "N", "O", "H", "H", "H", "H", "H", "H", "H", "O", "C", "O", "C", "C", "C", "C", "C", "C", "C", "C", "C", "N", "H", "H", "H", "H", "H", "H", "N", "C", "C", "C", "N", "C", "C", "H", "H", "H", "H", "H", "H"],
  "positions_angstrom": [[-0.27034, 0.42350, -1.09052], [-1.84358, 4.44476, -0.05552], [-1.56075, 3.07657, -0.56862], [-0.41482, 2.49560, -0.53612], [0.56797, 3.23641, 0.10597], [-2.61131, 2.25539, -1.18218], [-3.95071, 2.72436, -1.62544], [-2.15932, 1.06300, -1.39571], [-2.70545, 0.11063, -2.05944], [-1.17831, 4.72137, 0.75666], [-2.87872, 4.50739, 0.27771], [-1.70388, 5.17695, -0.85532], [1.39071, 2.84465, -0.22204], [-3.91799, 3.75294, -1.98686], [-4.68507, 2.68287, -0.81597], [-4.30985, 2.07837, -2.42483], [3.33365, 0.27993, -2.64160], [2.38604, 0.39347, -1.90121], [1.12458, 0.70147, -2.34191], [2.43945, 0.24696, -0.43786], [3.66667, 0.11854, 0.22643], [3.72077, 0.07654, 1.58811], [2.49535, 0.18490, 2.34487], [2.47279, 0.17243, 3.74329], [1.29040, 0.27876, 4.45146], [0.08725, 0.39552, 3.75601], [0.08424, 0.40751, 2.37310], [1.27639, 0.31255, 1.65081], [1.23760, 0.31740, 0.26609], [4.55220, 0.07197, -0.39367], [4.66277, -0.01373, 2.11285], [3.41533, 0.07818, 4.27107], [1.29694, 0.26643, 5.53309], [-0.84954, 0.47340, 4.29284], [-0.86534, 0.50033, 1.85461], [-0.51332, -5.97113, -1.42084], [-0.45698, -4.61523, -1.35333], [0.27769, -3.97263, -0.35112], [0.30523, -2.60028, -0.32256], [-0.33635, -1.82248, -1.20977], [-1.01228, -2.44652, -2.19181], [-1.11609, -3.81057, -2.29067], [-0.10255, -6.53583, -0.70151], [-1.09943, -6.43277, -2.09036], [0.82138, -4.53112, 0.39897], [0.85814, -2.07376, 0.44349], [-1.52936, -1.79821, -2.88477], [-1.69222, -4.24679, -3.09587]]
}


[5]
{
  "formula": "C19H20AgSe2",
  "method": "ωB97M-V with the def2-TZVPD basis set",
  "total_energy_ha": -5685.72006,
  "e_lumo_ev": 1.775,
  "charge": -1,
  "elements": ["Ag", "C", "Se", "C", "C", "Se", "C", "H", "H", "H", "H", "H", "H", "H", "H", "H", "H", "C", "C", "C", "C", "C", "C", "C", "C", "C", "C", "C", "C", "C", "C", "C", "H", "H", "H", "H", "H", "H", "H", "H", "H", "H"],
  "positions_angstrom": [[1.25615, 1.23021, -1.80573], [4.37090, 4.35272, -3.44850], [2.98765, 3.00127, -3.19938], [2.12660, 3.88474, -1.66064], [0.74089, 4.45862, -1.93859], [-0.32218, 3.20647, -2.99727], [-2.06365, 3.73749, -2.31783], [5.04928, 4.35020, -2.59993], [3.90534, 5.32675, -3.57354], [4.91685, 4.09507, -4.35273], [2.81765, 4.66760, -1.34781], [2.08157, 3.15475, -0.84230], [0.78696, 5.42110, -2.44416], [0.21362, 4.57676, -0.99169], [-2.11220, 3.61678, -1.23825], [-2.79969, 3.08474, -2.78042], [-2.25108, 4.76789, -2.60783], [0.72009, -0.51966, -0.92455], [0.19235, -1.24933, -0.09102], [-0.42394, -2.09559, 0.86669], [-1.81192, -1.84631, 1.16509], [-2.60496, -1.04462, 0.29854], [-3.92760, -0.74383, 0.56476], [-4.56390, -1.20727, 1.71579], [-3.80629, -1.97430, 2.59754], [-2.48110, -2.28440, 2.33946], [0.39932, -3.10631, 1.49772], [-0.10374, -4.28320, 2.10440], [0.72679, -5.23327, 2.67865], [2.10991, -5.08535, 2.67617], [2.63459, -3.95228, 2.05454], [1.81354, -2.99908, 1.48184], [-2.13711, -0.66402, -0.60093], [-4.47972, -0.13545, -0.14644], [-5.60129, -0.97266, 1.92016], [-4.25522, -2.33089, 3.52012], [-1.93043, -2.84609, 3.08155], [-1.16959, -4.46782, 2.08568], [0.28157, -6.11877, 3.12188], [2.75493, -5.82823, 3.12927], [3.71060, -3.80888, 2.01667], [2.24841, -2.13553, 0.99306]]
}